1.
Here is a gas-phase ion, C2H6N3S (charge +1) from the Open Molecules 2025 dataset. Energies are from ωB97M-V with the def2-TZVPD basis set.

Calculated values
energy: -17466.066 eV
largest force on an atom: 4.516 eV/Å
gap between HOMO and LUMO (spin up / spin down): 0.2388 / 0.2386 Ha
HOMO (spin up / spin down): -13.43 / -13.42 eV
ΔE to the lowest compared entry with this formula, charge and spin: 392.9 kJ/mol

```
! RIJCOSX wB97M-V def2-TZVPD def2/J DEFGRID3
* xyz 1 1
C 0.15030 -0.39034 0.14621
C 0.31553 1.05512 -0.13229
N -0.89440 1.75896 -0.04090
N -1.06642 -0.97545 0.14822
N 1.23416 -1.16543 -0.11208
S -2.57293 -0.20261 0.22940
H 1.06291 1.55028 0.43020
H 0.82578 1.16344 -1.14438
H -1.27873 2.02310 0.89420
H -1.16965 -2.01620 0.15022
H 1.98360 -0.58082 -0.52232
H 1.40985 -2.22005 -0.04649
*
```

natural (NBO) analysis output, partial charges in e:
1 C 0.54
2 C -0.38
3 N -0.41
4 N -0.68
5 N -0.75
6 S 0.43
7 H 0.29
8 H 0.25
9 H 0.39
10 H 0.46
11 H 0.42
12 H 0.46


2.
Here is a molecular structure, C5H4Br2CsI2OS4 from the Open Molecules 2025 dataset. Energies are from ωB97M-V with the def2-TZVPD basis set.

Calculated values
energy: -207475.067 eV
largest force on an atom: 1.214 eV/Å
gap between HOMO and LUMO: 0.1438 Ha
HOMO: -2.90 eV
ΔE to the lowest compared entry with this formula, charge and spin: 34.0 kJ/mol

```
! RIJCOSX wB97M-V def2-TZVPD def2/J DEFGRID3
* xyz -1 1
Cs -0.64445 -0.82789 0.84141
Br -3.35728 1.43100 2.11541
C -1.78764 2.59484 2.08158
Br -0.78129 2.42047 3.72541
H -2.13813 3.61483 2.00527
H -1.15636 2.30305 1.24068
O 2.75789 1.83972 -4.50967
C 2.06695 1.78903 -3.51420
S 2.67076 1.84791 -1.85484
C 1.12800 1.66913 -1.00394
C 0.03003 1.54571 -1.74658
S -1.64945 1.38566 -1.30883
S 0.30998 1.57211 -3.50995
S 1.39108 1.71907 0.70688
I 1.39390 -4.21869 2.41881
C 0.32955 -5.07962 0.77700
I -1.77356 -4.92188 0.92136
H 0.57809 -6.13059 0.73292
H 0.63193 -4.55386 -0.11873
*
```

Mulliken analysis output, partial charges in e:
1 Cs 0.95
2 Br -0.15
3 C 0.00
4 Br -0.10
5 H 0.30
6 H -0.17
7 O -0.64
8 C 0.57
9 S -0.23
10 C -0.13
11 C -0.07
12 S -0.54
13 S -0.24
14 S -0.55
15 I 0.09
16 C -0.88
17 I 0.09
18 H 0.37
19 H 0.35


3.
Here is a molecular structure, C27H40AlBrCl6N3O12S from the Open Molecules 2025 dataset. Energies are from ωB97M-V with the def2-TZVPD basis set.

Calculated values
energy: -220259.243 eV
largest force on an atom: 11.065 eV/Å
gap between HOMO and LUMO: 0.0506 Ha
HOMO: -8.68 eV

```
! RIJCOSX wB97M-V def2-TZVPD def2/J DEFGRID3
* xyz 1 1
C 1.65151 6.50177 -4.31376
C 1.01800 5.22327 -4.36611
C 0.35498 3.68897 -4.30539
C 1.33281 2.84482 -3.25530
C 0.94349 2.46198 -1.70903
N 1.92065 1.71983 -0.79482
C 3.33190 1.29095 -1.21938
C 4.33738 0.51963 -0.14110
C 5.33961 0.29836 0.84994
C 3.80845 1.61456 -2.78367
C 2.81157 2.40966 -3.84030
C 3.30908 2.75697 -5.36355
O 4.49687 3.39844 -5.49197
O 2.57616 2.48854 -6.61083
H 2.46361 7.31115 -3.98121
H 0.34856 3.18787 -5.38622
H -0.74244 3.70345 -3.89034
H -0.10039 2.75653 -1.25764
H 1.62607 1.52664 0.20240
H 6.17123 0.20727 1.69977
H 4.89091 1.32410 -3.18017
H 1.85861 1.79884 -6.49554
C 1.69048 -0.98497 1.92407
O 1.31266 0.20981 1.49467
H 0.91145 -1.63720 2.35407
H 2.14342 -1.66768 1.18515
H 2.44904 -1.01797 2.72443
C -2.01898 -1.32368 1.03667
C -1.60565 -2.62091 0.41582
O -0.66611 -3.31232 0.75117
N -2.26287 -3.12267 -0.72954
C -3.36554 -4.04834 -0.38274
H -1.62947 -1.26723 2.05649
H -1.62585 -0.49424 0.44503
H -3.10996 -1.26330 1.07855
H -2.60841 -2.35042 -1.30110
H -1.53199 -3.66676 -1.20110
H -3.80919 -4.39252 -1.31960
H -4.10597 -3.50365 0.20881
H -2.95453 -4.89344 0.17597
C -6.91885 0.24937 2.51766
C -6.43600 -0.01529 1.10049
C -7.60167 -0.14456 0.13293
O -5.66933 -1.21654 1.07933
H -7.54298 -0.57544 2.87949
H -6.06973 0.32779 3.20501
H -7.49913 1.17584 2.57043
H -5.77828 0.79903 0.77760
H -8.25001 -0.98333 0.41016
H -7.23962 -0.34714 -0.88079
H -8.20242 0.77010 0.11415
H -6.24536 -1.94512 1.36470
C -3.61423 2.81907 3.76872
Cl -3.81822 1.68490 2.42276
Cl -4.89276 4.04576 3.74781
Cl -3.60709 1.95436 5.31522
H -2.65147 3.32306 3.65149
C -1.51165 -6.80713 3.90746
C -1.57320 -6.13388 2.57481
O -2.12551 -7.12817 1.73311
C -2.82293 -7.98471 2.53534
O -3.56493 -8.86186 2.12577
O -2.58249 -7.73098 3.85492
H -1.64547 -6.10525 4.73516
H -0.57672 -7.35774 4.05511
H -2.23728 -5.26308 2.57657
H -0.58626 -5.82749 2.21742
C 7.63545 3.87788 -0.46595
C 7.68292 5.07767 0.47480
C 8.40421 4.77471 1.78957
C 7.68241 3.65786 2.52578
N 7.08347 2.73138 3.13649
H 7.07569 3.04426 -0.03008
H 7.13708 4.14862 -1.40223
H 8.64571 3.52725 -0.70608
H 6.65728 5.40766 0.68063
H 8.19222 5.90563 -0.03056
H 8.42340 5.66848 2.42201
H 9.43944 4.47101 1.59943
Br -5.02299 -10.57827 1.33995
C -0.53365 9.55979 -5.26678
Cl -2.07160 9.51638 -4.38794
Cl -0.03922 11.23357 -5.57315
Cl 0.72279 8.69520 -4.36496
H -0.67256 9.06014 -6.22892
O 1.08040 -9.69533 1.88386
S 0.88924 -8.35567 1.29876
O -0.44425 -7.84508 1.66511
O 0.99658 -8.44059 -0.16908
O 1.92446 -7.44184 1.81527
Al -0.58608 -8.39840 -1.78138
*
```

Mulliken analysis output, partial charges in e:
1 C -0.55
2 C 0.11
3 C -0.36
4 C 0.31
5 C -0.43
6 N 0.19
7 C 0.50
8 C -0.56
9 C -0.22
10 C -0.53
11 C 0.39
12 C 0.32
13 O -0.47
14 O -0.44
15 H 0.34
16 H 0.23
17 H 0.38
18 H 0.35
19 H 0.37
20 H 0.38
21 H 0.36
22 H 0.37
23 C -0.64
24 O -0.86
25 H 0.10
26 H 0.22
27 H 0.30
28 C -0.59
29 C 0.21
30 O -0.49
31 N 0.01
32 C -0.59
33 H 0.35
34 H 0.33
35 H 0.16
36 H 0.43
37 H 0.44
38 H 0.40
39 H 0.17
40 H 0.21
41 C -1.17
42 C 0.43
43 C -1.50
44 O -0.45
45 H 0.36
46 H 0.29
47 H 0.37
48 H 0.23
49 H 0.38
50 H 0.34
51 H 0.39
52 H 0.31
53 C -0.09
54 Cl -0.05
55 Cl -0.11
56 Cl -0.11
57 H 0.36
58 C -0.26
59 C -0.31
60 O -0.22
61 C 0.71
62 O -0.50
63 O -0.31
64 H 0.35
65 H 0.19
66 H 0.29
67 H 0.39
68 C -0.92
69 C -0.44
70 C -0.39
71 C 0.29
72 N -0.50
73 H 0.19
74 H 0.29
75 H 0.31
76 H 0.29
77 H 0.31
78 H 0.29
79 H 0.29
80 Br 0.18
81 C 0.08
82 Cl -0.12
83 Cl -0.11
84 Cl -0.15
85 H 0.27
86 O -0.60
87 S 1.04
88 O -0.57
89 O -0.55
90 O -0.61
91 Al 0.68


4.
Here is a single C10H10N2 molecule from the Open Molecules 2025 dataset. Energies are from ωB97M-V with the def2-TZVPD basis set.

Calculated values
energy: -13507.964 eV
largest force on an atom: 4.257 eV/Å
gap between HOMO and LUMO (spin up / spin down): 0.2350 / 0.2011 Ha
HOMO (spin up / spin down): -6.79 / -5.96 eV
ΔE to the lowest compared entry with this formula, charge and spin: 495.1 kJ/mol

```
! RIJCOSX wB97M-V def2-TZVPD def2/J DEFGRID3
* xyz 0 1
C 1.34215 -2.49113 0.60310
C 2.23077 -1.46333 0.45598
C -0.08599 -2.46844 0.58141
C -0.96620 -1.43498 0.23103
C 1.93153 -0.10846 0.39358
C 0.72032 0.45607 0.14540
C -0.60513 -0.07555 -0.00890
C 0.43467 2.00574 -0.20770
C 1.28298 3.03649 -0.11047
C -2.83935 0.76628 -0.76495
N -0.86558 2.08558 -0.56695
N -1.42111 0.85351 -0.45014
H 1.76653 -3.57514 0.53540
H 3.25174 -1.75313 0.38142
H -0.57265 -3.38688 0.67256
H -2.03316 -1.82944 0.13314
H 2.84854 0.54502 0.38538
H 0.91861 3.87487 -0.59681
H 2.05547 2.90357 0.59157
H -3.44965 1.15512 0.00263
H -2.99463 -0.30580 -0.64954
H -2.94986 1.21003 -1.75713
*
```

natural (NBO) analysis output, partial charges in e:
1 C -0.23
2 C -0.16
3 C -0.20
4 C -0.18
5 C -0.27
6 C 0.06
7 C 0.04
8 C 0.11
9 C -0.46
10 C -0.40
11 N -0.36
12 N -0.09
13 H 0.21
14 H 0.21
15 H 0.21
16 H 0.21
17 H 0.22
18 H 0.21
19 H 0.20
20 H 0.22
21 H 0.20
22 H 0.24